[1]
C9H20BrNPt | the ωB97M-V functional and the def2-TZVPD basis

Each line ends with the Löwdin charge.
Element x y z (Å)
C (0.45, -3.60, 0.51)  -0.072
C (-0.23, -2.22, 0.24)  -0.218
C (0.78, -1.12, 0.39)  -0.157
N (0.19, 0.32, 0.27)  -0.202
C (-1.08, 0.59, 1.22)  -0.058
C (-1.76, 1.89, 0.90)  -0.169
C (-2.17, 2.11, -0.57)  -0.200
C (-0.98, 1.97, -1.48)  -0.127
C (-0.24, 0.47, -1.26)  -0.017
C (1.33, 1.37, 0.58)  0.046
H (1.01, -3.71, 1.44)  0.083
H (1.09, -3.93, -0.30)  0.073
H (-0.31, -4.38, 0.61)  0.086
H (-0.97, -2.13, 1.03)  0.109
H (-0.77, -2.19, -0.70)  0.112
H (1.65, -1.17, -0.26)  0.048
H (1.22, -1.14, 1.39)  0.135
H (-1.70, -0.29, 1.04)  0.120
H (-0.89, 0.69, 2.29)  0.139
H (-2.70, 1.88, 1.46)  0.133
H (-1.21, 2.79, 1.17)  0.123
H (-2.88, 1.40, -0.99)  0.121
H (-2.63, 3.10, -0.70)  0.127
H (-1.33, 2.02, -2.52)  0.117
H (-0.32, 2.81, -1.27)  0.098
H (-0.89, -0.37, -1.51)  0.107
H (0.63, 0.31, -1.89)  0.105
H (1.00, 2.37, 0.29)  0.091
H (2.22, 1.14, -0.01)  0.083
H (1.49, 1.19, 1.64)  0.108
Pt (6.15, -0.88, -0.94)  0.830
Br (3.84, -1.28, -2.07)  0.228

- Multiplicity: 3
- Charge: +2
- ΔE to the lowest compared entry with this formula, charge and spin: 1.533 eV
- LUMO level (spin up / spin down): -10.51 / -12.28 eV
- Frontier orbital gap (spin up / spin down): 6.6395 / 4.8644 eV


[2]
C12H11Cl3F15NO2SSi | the ωB97M-V functional and the def2-TZVPD basis

Each line ends with the Löwdin charge.
Element x y z (Å)
O (-0.98, -3.06, 2.60)  -0.270
O (-1.53, -0.81, 3.54)  -0.288
F (2.30, -1.32, -1.85)  0.165
F (2.25, 0.76, -1.20)  0.161
F (3.59, 0.19, -2.75)  0.187
F (1.71, 1.23, -4.14)  0.179
F (1.02, -0.87, -4.02)  0.165
F (-0.83, 1.08, -3.88)  0.184
F (0.05, 1.92, -2.03)  0.144
F (-0.03, -0.72, -1.02)  0.125
F (-1.24, -1.26, -2.74)  0.180
F (-2.27, 1.60, -1.43)  0.105
F (-3.22, -0.36, -1.78)  0.178
F (-1.36, 0.88, 0.90)  0.027
F (-3.48, 0.75, 0.61)  0.190
F (-3.60, -1.45, 1.28)  0.141
F (-1.95, -2.10, -0.07)  0.142
Cl (-1.79, 4.08, -0.01)  0.309
Cl (1.09, 4.89, 1.55)  0.240
Cl (-1.12, 3.00, 3.20)  0.316
N (0.15, -0.95, 1.58)  -0.222
C (0.75, -3.10, 0.20)  -0.080
C (2.38, -0.03, -2.24)  -0.513
C (1.18, -1.92, 1.09)  -0.217
C (0.61, 0.11, 2.46)  -0.256
C (1.50, 1.16, 1.76)  -0.206
C (1.26, 0.27, -3.33)  -0.315
C (-0.13, 0.82, -2.77)  -0.342
C (-0.86, -0.26, -1.94)  -0.347
C (-2.17, 0.28, -1.24)  -0.308
C (-2.31, 0.18, 0.32)  -0.404
C (0.79, 1.88, 0.60)  -0.345
C (-2.36, -1.22, 0.84)  -0.450
Si (-0.29, 3.30, 1.26)  -0.371
S (-1.31, -1.64, 2.32)  0.889
H (0.09, -3.73, 0.77)  0.052
H (0.17, -2.71, -0.63)  0.047
H (1.59, -3.67, -0.16)  0.084
H (1.70, -2.31, 1.96)  0.119
H (1.94, -1.33, 0.50)  0.106
H (1.07, -0.28, 3.39)  0.138
H (-0.31, 0.61, 2.83)  0.029
H (2.38, 0.65, 1.33)  0.101
H (1.91, 1.93, 2.46)  0.117
H (1.48, 2.32, -0.14)  0.076
H (0.19, 1.18, 0.01)  0.037

- Multiplicity: 1
- Charge: 0
- LUMO level: -0.03 eV
- Frontier orbital gap: 9.9411 eV
- SMILES: CCN(CCC[Si](Cl)(Cl)Cl)S(=O)(=O)C(F)(F)C(F)(F)C(F)(F)C(F)(F)C(F)(F)C(F)(F)C(F)(F)F


[3]
C5H8O | the ωB97M-V functional and the def2-TZVPD basis

Each line ends with the Löwdin charge.
Element x y z (Å)
O (-0.33, -1.81, 0.88)  0.043
C (-0.26, -0.66, 0.13)  -0.504
C (-0.08, -0.56, -1.33)  -0.036
C (1.00, 0.00, -0.38)  -0.145
C (0.70, 1.21, 0.53)  -0.134
C (-0.76, 0.72, 0.61)  -0.095
H (-1.17, -2.24, 0.68)  0.105
H (0.21, -1.52, -1.79)  0.112
H (-0.76, 0.02, -1.95)  0.099
H (2.01, -0.37, -0.54)  0.126
H (1.17, 1.03, 1.51)  0.115
H (0.91, 2.25, 0.24)  0.098
H (-1.27, 0.74, 1.58)  0.110
H (-1.37, 1.21, -0.15)  0.106

- Multiplicity: 1
- Charge: 0
- ΔE to the lowest compared entry with this formula, charge and spin: 2.400 eV
- LUMO level: 0.91 eV
- Frontier orbital gap: 10.4288 eV
- SMILES: O[C@@]12CC[C@@H]1C2


[4]
C4H5O4PS | the ωB97M-V functional and the def2-TZVPD basis

Each line ends with the Löwdin charge.
Element x y z (Å)
C (-1.24, 0.55, -0.55)  -0.603
C (-1.57, -0.39, 2.31)  -0.564
C (-0.14, -0.07, 0.20)  -0.154
C (-0.98, -0.86, 1.22)  -0.114
O (-1.75, 1.67, 0.02)  -0.279
O (-1.33, 1.07, 2.58)  -0.370
O (-1.74, 0.21, -1.61)  0.048
O (-2.37, -0.90, 3.12)  -0.057
P (-1.12, 2.19, 1.51)  0.814
S (8.44, -0.40, -3.34)  -0.474
H (0.51, -0.80, -0.38)  0.139
H (0.48, 0.81, 0.66)  0.089
H (-1.15, -1.88, 1.02)  0.084
H (-2.46, 2.98, 1.78)  -0.033
H (7.24, -0.05, -2.87)  -0.526

- Multiplicity: 1
- Charge: -2
- ΔE to the lowest compared entry with this formula, charge and spin: 0.003 eV
- LUMO level: 5.36 eV
- Frontier orbital gap: 6.3867 eV